{
  "formula": "C20H44BeN3OP2",
  "method": "the ωB97M-V functional and the def2-TZVPD basis",
  "species": ["Be", "P", "P", "N", "C", "H", "H", "C", "H", "H", "C", "H", "H", "C", "H", "H", "C", "C", "H", "H", "H", "C", "C", "H", "H", "H", "C", "C", "H", "H", "H", "C", "C", "H", "H", "H", "C", "O", "C", "H", "H", "H", "C", "H", "H", "H", "C", "H", "H", "H", "C", "H", "H", "H", "H", "H", "H", "H", "H", "H", "C", "N", "C", "C", "N", "H", "H", "H", "H", "H", "H"],
  "coordinates": [[0.0000, 0.0000, 0.0000], [-0.0546, -2.2255, -0.3886], [-0.0546, 2.2536, -0.1586], [0.1509, 0.1064, -2.0723], [0.0079, -2.3188, -2.2446], [0.4728, -3.2498, -2.6138], [-1.0358, -2.2814, -2.6058], [0.7450, -1.0580, -2.7042], [1.8403, -1.1719, -2.4879], [0.6691, -0.9751, -3.8128], [0.7450, 1.3293, -2.5817], [0.6691, 1.3603, -3.6929], [1.8403, 1.4204, -2.3549], [0.0079, 2.5364, -1.9953], [-1.0358, 2.5362, -2.3584], [0.4728, 3.5003, -2.2672], [1.4486, 3.1725, 0.4899], [1.7769, 2.8196, 1.9507], [2.7748, 3.2161, 2.2113], [1.7871, 1.7319, 2.1173], [1.0469, 3.2633, 2.6481], [-1.6307, 3.1241, 0.3934], [-1.7521, 3.1815, 1.9255], [-2.7802, 3.4691, 2.2115], [-1.0689, 3.9388, 2.3478], [-1.5221, 2.2120, 2.3962], [-1.6307, -3.1480, 0.0714], [-1.7521, -3.3620, 1.5895], [-2.7802, -3.6774, 1.8446], [-1.5221, -2.4457, 2.1570], [-1.0689, -4.1585, 1.9321], [1.4486, -3.2059, 0.1624], [1.7769, -3.0045, 1.6517], [2.7748, -3.4257, 1.8703], [1.0469, -3.5174, 2.3000], [1.7871, -1.9397, 1.9288], [1.7557, -0.0061, 0.1185], [2.9298, -0.0077, 0.1509], [-1.9190, 4.4892, -0.2536], [-1.2420, 5.2721, 0.1233], [-1.8296, 4.4579, -1.3523], [-2.9524, 4.7998, -0.0114], [-1.9191, -4.4396, -0.7120], [-2.9524, -4.7734, -0.5029], [-1.8296, -4.2961, -1.8017], [-1.2420, -5.2570, -0.4172], [1.4530, -4.6948, -0.2167], [2.4636, -5.1145, -0.0618], [0.7575, -5.2705, 0.4176], [1.1784, -4.8643, -1.2717], [1.4530, 4.6922, 0.2652], [0.7575, 5.2000, 0.9551], [2.4637, 5.0939, 0.4624], [1.1784, 4.9690, -0.7668], [2.2393, 2.7253, -0.1451], [2.2393, -2.6961, -0.4234], [-2.3913, 2.4096, 0.0208], [-2.3913, -2.3991, -0.2261], [-2.8588, -0.2371, -1.1934], [-2.9420, -0.0588, -0.4145], [1.0649, -0.6857, 5.4307], [0.0000, 0.0000, 4.7310], [-1.0636, 0.6865, 5.4315], [0.0000, 0.0000, 3.2610], [0.0000, 0.0000, 2.0000], [0.9475, -0.6102, 6.5322], [2.0420, -0.2389, 5.1501], [1.0631, -1.7601, 5.1496], [-1.0609, 1.7610, 5.1506], [-2.0415, 0.2408, 5.1520], [-0.9454, 0.6111, 6.5330]],
  "atomic_forces_ev_per_a": [[0.740, 0.141, -1.851], [-0.770, -1.230, -0.163], [-0.733, 1.257, -0.174], [0.579, -0.123, 1.529], [-0.157, 0.154, 0.356], [-0.182, 0.394, 0.253], [0.405, 0.002, 0.158], [0.049, 0.204, -0.339], [-0.345, 0.051, -0.113], [0.075, -0.096, 0.454], [0.053, -0.166, -0.342], [0.072, 0.047, 0.463], [-0.344, -0.040, -0.116], [-0.168, -0.150, 0.349], [0.405, -0.024, 0.158], [-0.177, -0.418, 0.202], [-0.002, -0.337, -0.191], [0.137, 0.030, 0.136], [-0.410, -0.141, -0.095], [0.059, 0.450, -0.027], [0.264, -0.160, -0.260], [0.040, -0.338, -0.120], [-0.035, 0.128, 0.134], [0.424, -0.116, -0.124], [-0.263, -0.265, -0.163], [-0.107, 0.326, -0.179], [0.017, 0.350, -0.091], [-0.013, -0.126, 0.104], [0.431, 0.133, -0.112], [-0.082, -0.273, -0.184], [-0.268, 0.283, -0.131], [0.004, 0.357, -0.164], [0.074, -0.073, 0.125], [-0.407, 0.171, -0.075], [0.266, 0.188, -0.254], [0.031, -0.361, -0.047], [5.740, 0.021, 0.000], [-5.112, 0.018, -0.440], [0.004, 0.144, -0.051], [-0.273, -0.307, -0.144], [-0.042, 0.014, 0.447], [0.430, -0.154, -0.095], [0.025, -0.139, -0.067], [0.429, 0.164, -0.077], [-0.043, -0.063, 0.437], [-0.277, 0.317, -0.114], [-0.024, -0.152, -0.053], [-0.405, 0.199, -0.058], [0.276, 0.250, -0.229], [0.112, 0.061, 0.446], [-0.022, 0.161, -0.038], [0.277, -0.223, -0.252], [-0.409, -0.194, -0.077], [0.112, -0.105, 0.435], [-0.171, 0.229, 0.184], [-0.164, -0.246, 0.158], [0.220, 0.251, 0.117], [0.255, -0.306, 0.114], [-0.116, 0.462, 1.730], [0.109, -0.392, -1.700], [1.202, -0.782, -0.226], [0.036, 0.012, -5.033], [-1.197, 0.796, -0.225], [-0.105, -0.092, -3.401], [-0.532, -0.174, 9.604], [-0.178, 0.114, -0.868], [-0.454, -0.363, 0.314], [0.140, 0.564, 0.309], [-0.144, -0.562, 0.313], [0.457, 0.362, 0.305], [0.181, -0.114, -0.871]],
  "mulliken_charge": [0.0343, 0.8609, 0.7977, 0.0144, -0.9187, 0.3885, 0.4664, -0.9686, 0.1456, 0.5624, -0.9495, 0.5719, 0.1533, -0.9602, 0.4912, 0.3753, 0.4329, -1.1817, 0.4924, 0.0844, 0.2075, 0.6330, -1.3891, 0.4924, 0.2265, 0.1675, 0.6457, -1.3846, 0.4747, 0.1867, 0.2341, 0.4216, -1.1789, 0.4680, 0.2259, 0.0901, -0.0996, -0.4415, -1.4141, 0.2468, 0.3196, 0.4533, -1.4134, 0.4513, 0.3122, 0.2459, -1.5129, 0.4261, 0.2868, 0.3129, -1.4992, 0.2793, 0.4218, 0.3140, 0.3894, 0.3694, 0.2625, 0.1947, 0.1664, -0.2031, -0.7701, 0.2123, -0.7521, 0.1798, 0.0962, 0.3308, 0.2763, 0.2797, 0.2621, 0.2719, 0.3307],
  "charge": 1,
  "largest_force_ev_per_a": 9.62,
  "e_lumo_ha": [-0.093, -0.093],
  "homo_lumo_gap_ev": [7.35, 7.35],
  "e_tot_ha": -1725.1426
}

{
  "formula": "C3H3BrCl2N2O4",
  "method": "the ωB97M-V functional and the def2-TZVPD basis",
  "species": ["Cl", "C", "C", "N", "Br", "C", "N", "H", "H", "H", "O", "Cl", "O", "O", "O"],
  "coordinates": [[-2.3171, -1.7231, -0.5581], [-1.0518, -0.4156, -0.9053], [-0.9979, 1.1473, -0.4129], [0.2849, 1.6840, -1.0087], [0.9391, 3.4373, -0.7572], [1.0173, 0.6506, -1.8358], [0.1843, -0.6095, -1.7560], [-1.7997, 1.6872, 0.2595], [2.0191, 0.8060, -2.4201], [0.4859, -1.4858, -2.2354], [1.4369, -0.4688, 1.7210], [0.2472, -1.0357, 2.3259], [-0.0501, -2.3115, 1.7044], [-0.8705, -0.1322, 2.1334], [0.4723, -1.2303, 3.7452]],
  "atomic_forces_ev_per_a": [[2.778, 2.722, -0.835], [2.250, 4.097, -0.106], [1.930, -4.483, -2.639], [-1.056, -4.789, -1.218], [-0.489, -1.342, -0.152], [-4.374, -0.694, 2.657], [-0.399, 4.692, 1.862], [2.293, -1.077, -1.530], [-2.340, -0.362, 1.455], [-0.511, 1.020, 0.803], [-0.178, 0.145, -0.333], [0.484, -0.636, 1.284], [-0.032, 0.328, -0.212], [-0.194, 0.186, -0.182], [-0.164, 0.191, -0.853]],
  "nbo_charge": [0.1303, 0.1729, 0.0010, -0.4596, 0.3782, 0.2054, -0.5255, 0.3207, 0.2878, 0.4677, -0.8900, 2.5318, -0.8782, -0.9010, -0.8417],
  "charge": 0,
  "largest_force_ev_per_a": 5.55,
  "e_lumo_ha": -0.077,
  "homo_lumo_gap_ev": 6.64,
  "e_tot_ha": -4020.4830
}